11 unconnected molecules or ions with the total composition C21H28Cl30FN2. Source: the OMol25 dataset; level of theory: ωB97M-V/def2-TZVPD.

Last column: Löwdin charge in e.
Element x y z (Å)
C 1.41948 4.19464 0.86037  -0.095
C -0.00180 3.84827 0.37688  -0.167
C -0.05582 2.36158 0.07809  -0.287
F -1.26531 1.82880 0.52360  0.020
C 0.07227 1.95591 -1.36605  -0.026
C -0.18306 2.81648 -2.40908  0.015
C -0.04562 2.27794 -3.70258  -0.072
N 0.27090 1.05438 -4.02507  0.115
N 0.51932 0.24319 -2.99994  0.019
C 0.43641 0.64667 -1.74395  -0.157
C 0.71588 -0.41523 -0.71483  -0.065
C 2.17270 -0.98592 -0.78028  -0.405
C 3.16365 -0.13669 -1.57958  -0.062
C 2.11410 -2.44105 -1.24235  -0.057
H 1.53561 5.27260 0.86392  0.086
H 1.47867 3.82889 1.87924  0.010
H 2.15077 3.68612 0.23794  0.060
H -0.36869 4.50200 -0.40560  0.074
H -0.66560 3.99834 1.22440  0.127
H 0.72875 1.90093 0.67483  0.116
H -0.48044 3.85661 -2.24676  -0.012
H -0.22038 2.94456 -4.53596  0.124
H 0.76558 -0.71925 -3.21527  0.100
H 0.01447 -1.21935 -0.94704  0.121
H 0.47672 -0.08225 0.28334  0.102
H 2.52850 -0.99758 0.24522  0.052
H 3.04358 0.93491 -1.44150  0.078
H 3.09321 -0.37972 -2.64189  0.069
H 4.16772 -0.43519 -1.29539  0.087
H 1.46576 -2.56962 -2.11079  0.056
H 1.63610 -3.01846 -0.45184  0.078
H 3.09202 -2.88126 -1.40582  0.092
C 0.11079 7.41301 -3.02748  -1.505
Cl 1.74399 8.05704 -3.00245  0.560
Cl -0.78460 7.99301 -4.42138  0.565
Cl 0.15126 5.62720 -3.01519  0.622
H -0.40075 7.73602 -2.13061  0.019
C 4.12587 2.43119 2.86840  -1.487
Cl 3.09682 3.52045 3.79713  0.577
Cl 3.18726 1.05730 2.25623  0.526
Cl 4.89057 3.28379 1.52585  0.513
H 4.90089 2.05298 3.52135  0.019
C 2.50957 -2.73729 3.96388  -1.558
Cl 4.20021 -2.23086 3.96731  0.532
Cl 1.63527 -1.96266 2.63448  0.526
Cl 2.37897 -4.48811 3.86668  0.553
H 2.04439 -2.41687 4.88964  -0.102
C -6.58351 0.04029 1.12222  -1.542
Cl -5.87203 -1.44984 1.74824  0.489
Cl -8.20283 -0.23467 0.47058  0.515
Cl -6.62481 1.28325 2.37210  0.532
H -5.96000 0.39499 0.31413  0.005
C 1.97744 -1.16629 -6.78981  -1.559
Cl 0.36463 -1.16928 -7.50730  0.528
Cl 2.03549 -2.25606 -5.39142  0.517
Cl 3.18686 -1.62428 -7.97759  0.559
H 2.19896 -0.16518 -6.44531  0.003
C -1.08228 -2.35314 6.46374  -1.501
Cl 0.57866 -1.73564 6.51373  0.581
Cl -1.96386 -1.68924 5.08998  0.540
Cl -1.05033 -4.11277 6.40407  0.511
H -1.58305 -2.04503 7.37150  0.018
C -8.39496 -4.47602 3.17376  -1.529
Cl -8.55079 -3.15092 2.02506  0.496
Cl -6.74183 -4.57891 3.80017  0.529
Cl -9.54747 -4.29379 4.49327  0.542
H -8.61320 -5.40181 2.65901  0.015
C -2.77902 -2.52204 -3.44323  -1.510
Cl -1.83579 -3.82697 -2.72933  0.548
Cl -4.26871 -2.25730 -2.55012  0.556
Cl -1.81144 -1.03223 -3.49319  0.614
H -3.02928 -2.79315 -4.46031  0.020
C -4.18114 -7.15406 4.47939  -1.561
Cl -4.00840 -8.80214 5.08036  0.538
Cl -3.01714 -6.08396 5.26901  0.483
Cl -3.98893 -7.10066 2.72557  0.514
H -5.17979 -6.81114 4.71490  -0.031
C 7.47749 3.43334 -1.77053  -1.543
Cl 6.46961 4.53386 -0.82576  0.494
Cl 6.52336 2.06199 -2.34724  0.511
Cl 8.23460 4.27818 -3.11480  0.547
H 8.25750 3.05316 -1.12492  0.016

Properties
Highest occupied orbital energy = -12.27 eV
Net charge = +1

***

3 unconnected molecules or ions with the total composition C2H11N2O2. Source: the OMol25 dataset; level of theory: ωB97M-V/def2-TZVPD.

Last column: natural (NBO) charge in e.
Element x y z (Å)
C 1.07596 1.87159 1.01686  -0.432
N 1.07653 0.52286 0.43751  -0.499
C 1.71079 0.19488 -0.64414  0.405
N 1.67624 -1.01131 -1.14398  -0.710
H 0.97166 2.62781 0.23957  0.225
H 2.00478 2.13139 1.52780  0.225
H 0.26752 1.98762 1.72817  0.241
H 0.69415 -0.09317 1.10862  0.432
H 2.40594 0.87660 -1.11159  0.223
H 0.91272 -1.65987 -1.02229  0.451
H 2.29562 -1.32430 -1.87087  0.426
H -1.54408 -1.54131 -0.57861  0.510
H -1.40890 -0.66953 -1.99892  0.512
O -1.01937 -1.13875 -1.26297  -1.009
H -3.70750 -1.65771 0.84596  0.478
H -4.05418 -0.23761 1.44410  0.490
O -3.35786 -0.87920 1.28477  -0.967

Properties
Energy above the lowest of the compared OMol25 structures with the same formula, charge and spin = 0.9905 eV
Highest occupied orbital energy = -14.69 eV
Net charge = +1

***

A molecular structure, C12H34AsF6O9S5. Source: the OMol25 dataset; level of theory: ωB97M-V/def2-TZVPD.

Last column: natural (NBO) charge in e.
Element x y z (Å)
As -0.84088 0.55730 -0.60521  2.807
F -0.45145 1.54086 0.83284  -0.644
F -2.24822 -0.03533 0.30863  -0.626
F -1.26947 -0.31703 -2.01153  -0.615
F 0.63282 1.26648 -1.43519  -0.644
F 0.16990 -0.75208 0.12596  -0.633
F -1.72082 1.99825 -1.21870  -0.638
O 2.57512 1.27186 4.54307  -0.906
S 2.85307 2.60394 3.91227  2.325
O 3.92437 3.47242 4.32956  -0.913
O 3.20335 2.28571 2.36068  -0.707
C 2.55679 1.25567 1.71841  -0.081
C 3.54327 -0.02106 1.45918  -0.630
C 1.39208 3.62141 3.68189  -0.916
H 2.19694 1.71042 0.79546  0.206
H 1.69829 0.95169 2.31731  0.200
H 4.14640 0.12643 0.56332  0.205
H 2.95697 -0.93817 1.40207  0.223
H 4.16620 -0.13092 2.34687  0.212
H 0.72642 3.86624 4.50957  0.254
H 0.85292 3.08680 2.89982  0.262
H 1.46141 4.54114 3.10103  0.263
O -3.25155 7.35371 -1.12889  -0.905
S -2.38641 6.74771 -0.13507  2.285
O -1.58004 7.45704 0.84762  -0.929
O -3.33599 5.66582 0.65948  -0.725
C -2.92544 5.28232 2.02760  -0.063
C -3.42972 3.80512 2.44448  -0.643
C -1.21599 5.50560 -1.10282  -0.797
H -3.27257 6.11963 2.63301  0.196
H -1.83971 5.18788 2.00840  0.183
H -3.24280 3.55281 3.48827  0.219
H -3.27692 2.94769 1.78907  0.252
H -4.50779 3.96163 2.48148  0.203
H -1.82134 5.14310 -1.93363  0.243
H -0.91265 4.66564 -0.47787  0.253
H -0.35862 6.07107 -1.46788  0.227
C 0.33037 -3.75347 1.95595  -0.817
S 0.99842 -5.46065 2.45112  1.190
O 0.53193 -5.86456 3.85599  -0.962
C -0.08371 -6.34994 1.29151  -0.836
H 0.58186 -2.98339 2.68522  0.244
H -0.75491 -3.70470 2.04459  0.222
H 0.50740 -3.47100 0.91818  0.244
H -0.40841 -5.79202 0.41322  0.242
H -1.06012 -6.62211 1.69231  0.242
H 0.41381 -7.28163 1.02218  0.229
C -1.31918 -3.77136 -3.34947  -0.842
S -2.63589 -4.85866 -2.73569  1.189
O -2.06106 -6.25105 -2.48483  -0.973
C -2.82841 -4.13676 -0.97724  -0.808
H -0.99210 -4.19117 -4.30072  0.231
H -0.43954 -3.77286 -2.70578  0.243
H -1.57953 -2.72101 -3.48018  0.254
H -3.37044 -4.81739 -0.32068  0.237
H -3.59894 -3.37004 -0.89634  0.237
H -1.88371 -3.80406 -0.54720  0.231
C 2.45554 -0.63020 -3.67901  -0.797
S 3.33939 -2.12446 -4.33562  1.196
O 3.31014 -3.20997 -3.25907  -0.983
C 2.21532 -2.72663 -5.54534  -0.834
H 3.08461 -0.39327 -2.82098  0.245
H 1.48651 -0.88348 -3.24897  0.250
H 2.49194 0.11371 -4.47486  0.222
H 1.98860 -1.97749 -6.30395  0.227
H 1.30063 -3.04702 -5.04655  0.234
H 2.81154 -3.57219 -5.88833  0.239

Properties
Highest occupied orbital energy = -7.05 eV
Net charge = -1

***

2 unconnected molecules or ions with the total composition C3H7BrS. Source: the OMol25 dataset; level of theory: ωB97M-V/def2-TZVPD.

Last column: natural (NBO) charge in e.
Element x y z (Å)
C -0.26607 1.95807 -0.67411  -0.700
C 0.80322 -2.00439 0.92165  -0.720
C -0.75367 0.54168 -0.59747  -0.185
S 1.42917 -0.88027 -0.44551  -0.062
Br -1.93010 0.01369 0.80623  0.088
H -1.18248 2.56556 -0.71508  0.226
H 0.38298 2.32363 0.22092  0.241
H 0.29113 2.22226 -1.51827  0.239
H 0.53232 -1.46545 1.82603  0.221
H 1.67079 -2.51206 1.10476  0.218
H 0.20830 -2.81599 0.59100  0.214
H -1.18559 0.05327 -1.52014  0.220

Properties
Energy above the lowest of the compared OMol25 structures with the same formula, charge and spin = 2.8263 eV
Highest occupied orbital energy (spin up / spin down) = -8.57 / -8.57 eV
Net charge = 0

***

A molecular structure, C25H33GeN4W. Source: the OMol25 dataset; level of theory: ωB97M-V/def2-TZVPD.

Last column: natural (NBO) charge in e.
Element x y z (Å)
W 0.17163 1.12804 0.56177  1.213
N 2.24609 1.13280 1.47379  -0.789
C 2.27062 1.37493 2.95633  -0.245
C 0.91438 1.04647 3.49852  -0.226
N -0.11540 1.71652 2.63637  -0.441
C -0.04509 3.23038 2.77240  -0.262
C 0.70097 3.94681 1.65571  -0.239
N 0.27177 3.46151 0.30017  -0.873
C -1.47127 1.19579 3.04740  -0.230
C -2.52002 1.68294 2.08597  -0.239
N -2.02878 1.47390 0.67639  -0.826
H 2.54891 0.17869 1.29141  0.430
H 2.93559 1.72646 1.01736  0.422
H 2.53577 2.41361 3.12912  0.223
H 3.03080 0.76711 3.44239  0.266
H 0.80258 1.37225 4.53278  0.253
H 0.72637 -0.02304 3.45114  0.239
H 0.42225 3.47366 3.72645  0.258
H -1.06115 3.60999 2.82537  0.235
H 1.77428 3.80036 1.72781  0.209
H 0.52380 5.01525 1.76010  0.261
H 0.91707 3.84437 -0.38893  0.423
H -0.61902 3.89447 0.05996  0.407
H -1.69310 1.49358 4.07316  0.256
H -1.41352 0.11160 3.01581  0.242
H -2.74446 2.73717 2.21286  0.226
H -3.45007 1.14415 2.25320  0.265
H -2.40169 2.21076 0.07830  0.418
H -2.42659 0.60766 0.29223  0.453
C 0.04853 -0.68679 0.59021  -0.368
Ge 0.03136 -1.83814 -1.04338  1.625
C 1.62615 -0.84143 -1.61451  -0.393
C 1.62755 0.55557 -1.37933  -0.205
C 2.69567 1.38148 -1.74041  -0.179
C 3.82875 0.79733 -2.27733  -0.200
C 3.85610 -0.57855 -2.50307  -0.087
C 2.76370 -1.39265 -2.17467  -0.192
C -1.46202 -0.76636 -1.67192  -0.488
C -2.73280 -1.08746 -1.14892  -0.211
C -3.87286 -0.46283 -1.62257  -0.204
C -3.77221 0.51375 -2.62277  -0.172
C -2.53659 0.84575 -3.14975  -0.187
C -1.37865 0.20775 -2.68233  -0.228
C -0.07042 -3.69189 -1.10848  -0.466
C 0.84321 -4.45387 -0.36962  -0.221
C 0.75793 -5.83598 -0.40585  -0.177
C -0.23124 -6.44888 -1.16938  -0.144
C -1.14002 -5.68986 -1.89645  -0.186
C -1.06839 -4.30493 -1.87147  -0.206
H 0.67043 1.08654 -1.28515  0.149
H 2.64209 2.45910 -1.63676  0.225
H 4.67242 1.41425 -2.55813  0.263
H 4.73266 -1.02421 -2.96059  0.263
H 2.81230 -2.45776 -2.37194  0.258
H -2.83182 -1.86474 -0.39583  0.232
H -4.84664 -0.75109 -1.24355  0.254
H -4.66839 0.98768 -3.00389  0.257
H -2.46575 1.57534 -3.94707  0.251
H -0.43289 0.43268 -3.16092  0.230
H 1.61601 -3.98400 0.23034  0.213
H 1.45577 -6.43745 0.16108  0.243
H -0.29292 -7.52899 -1.19682  0.249
H -1.90547 -6.17821 -2.48463  0.247
H -1.77430 -3.71932 -2.44947  0.224

Properties
Energy above the lowest of the compared OMol25 structures with the same formula, charge and spin = 0.1865 eV
Highest occupied orbital energy = -16.47 eV
Net charge = +3